(1)
ORCA calculation (the ωB97M-V functional and the def2-TZVPD basis) on a single C3H6N2O molecule.

Computed properties:
Multiplicity   1
E_HOMO   -8.3350 eV
Energy relative to the best compared isomer or geometry (same formula, charge and spin)   92.3 kcal per mole
SMILES string   C/C(N)=C\N=O
Orbital gap   8.931 eV
Electronic energy   -302.54594 Ha

```
12
Properties=species:S:1:pos:R:3:forces:R:3
C 0.804 1.069 0.145 -0.0630 -0.0728 0.0838
C 0.013 -0.202 -0.011 0.0825 0.0258 0.1116
N 0.693 -1.336 0.182 -0.2900 0.2995 0.2390
C -1.222 -0.257 -0.811 -0.5939 0.1950 0.2130
N -2.154 0.312 -0.107 0.5235 -0.2299 -0.2347
O -1.608 0.505 1.080 0.4918 -0.2622 -0.2867
H 1.676 1.032 -0.517 -0.0898 0.0144 -0.0018
H 0.187 1.928 -0.096 -0.0138 -0.0342 -0.0283
H 1.153 1.182 1.173 -0.0025 -0.0720 -0.0221
H 1.594 -1.330 0.638 -0.1156 0.0113 -0.0408
H 0.206 -2.218 0.121 0.0653 0.0893 -0.0147
H -1.342 -0.685 -1.796 0.0055 0.0359 -0.0183
```
Forces are in eV/Å.


(2)
ORCA calculation (the ωB97M-V functional and the def2-TZVPD basis) on 9 unconnected molecules or ions with the total composition C31H45F3O19S.

Computed properties:
Multiplicity   1
E_HOMO   -2.5523 eV
Charge   -2
Energy relative to the best compared isomer or geometry (same formula, charge and spin)   0.0 kcal per mole
Orbital gap   5.842 eV
Electronic energy   -3335.66156 Ha

```
99
Properties=species:S:1:pos:R:3:forces:R:3
C 0.084 -0.638 -0.610 1.3289 0.1760 -1.0298
C -0.932 -0.079 0.295 -3.0475 2.1900 0.8752
O -1.949 -0.765 0.515 -0.6064 -2.5976 -0.2507
O -0.869 1.080 0.733 2.1699 0.5716 -0.2677
H 0.602 0.162 -1.141 0.3913 0.1650 0.3492
H -0.360 -1.222 -1.416 -0.0268 -0.6120 0.3272
H 0.768 -1.176 0.046 0.3086 -0.4597 -0.4585
C 0.695 2.973 4.483 -1.7975 2.1057 -0.4202
F 1.200 3.669 5.505 -0.0083 0.2057 0.7785
F 1.144 3.666 3.380 -0.3216 -0.9057 0.3157
F 1.224 1.794 4.531 0.8395 -1.7038 -0.4343
S -1.239 2.966 4.512 -2.3649 0.9924 -2.8520
O -1.452 4.445 4.484 0.6189 -2.2915 0.6379
O -1.746 2.280 3.292 2.0027 1.1823 1.8570
O -1.679 2.225 5.686 1.1385 0.6056 0.6688
O -1.065 -7.228 -2.762 0.6497 4.4112 1.1990
C -0.909 -5.978 -2.566 -1.2151 -5.3964 -2.1633
O -1.580 -5.293 -1.674 -0.8141 0.3150 0.6651
C -1.210 -3.907 -1.770 2.1322 1.0975 0.6149
C -0.642 -3.745 -3.172 -1.6914 0.5329 0.0435
C -0.058 -5.088 -3.402 0.9578 -0.7621 -0.2524
H -0.338 -3.768 -1.131 -0.2168 0.0254 0.5971
H -1.946 -3.171 -1.448 -0.4313 -0.5661 -0.0442
H -0.015 -2.866 -3.318 -0.0819 -0.1466 0.1232
H -1.558 -3.689 -3.760 0.2180 0.3825 -0.7758
H 0.920 -5.254 -2.950 0.4818 0.4378 -0.1500
H -0.013 -5.404 -4.444 -0.0369 -0.1690 0.2139
O -2.788 4.071 0.668 2.4657 1.4074 -1.5213
C -1.842 4.598 0.082 -2.1346 -1.8172 3.7017
O -2.027 5.198 -1.089 -0.1525 0.3170 -0.7113
C -0.829 5.772 -1.564 0.0059 0.1341 -0.7717
C 0.181 5.793 -0.446 0.3754 -0.3168 1.4269
C -0.385 4.779 0.609 -0.6984 0.0294 -1.1766
H -1.089 6.764 -1.933 0.1461 0.0572 -0.1233
H -0.484 5.162 -2.400 0.0670 0.0512 -0.1798
H 0.226 6.773 0.029 -0.0781 0.1325 -0.0636
H 1.187 5.580 -0.809 -0.0678 -0.2328 0.1357
H -0.386 5.098 1.651 -0.2568 0.3373 -0.1748
H 0.084 3.797 0.668 0.0322 -0.1022 -0.4875
O 2.915 3.807 -0.422 0.1807 -3.5497 1.5357
C 3.039 2.655 0.067 -0.3159 3.9151 -0.9939
O 3.401 1.637 -0.726 0.5952 -0.8487 0.2154
C 3.674 0.476 0.123 -0.5162 -0.2888 0.2832
C 3.924 1.041 1.519 -1.1035 -0.9627 -0.7626
C 2.915 2.177 1.510 0.7658 1.0720 0.1470
H 4.450 -0.190 -0.254 0.2593 0.6109 -0.4518
H 2.765 -0.125 0.150 -0.1371 0.0769 -0.0501
H 4.940 1.426 1.613 -0.0167 -0.1259 0.2175
H 3.665 0.250 2.222 0.3880 0.2167 0.3645
H 3.220 2.908 2.258 -0.1811 0.4406 -0.4705
H 1.866 1.984 1.733 -0.0587 -0.6652 -0.1936
O 0.549 3.038 -6.692 0.7639 -0.4067 1.3714
C 0.871 2.682 -5.564 -1.9254 0.4595 -2.0492
O 0.584 3.430 -4.500 0.1324 0.6400 -0.3849
C 1.087 2.881 -3.290 0.1329 -0.6799 0.3427
C 1.643 1.506 -3.679 0.1057 -0.9342 0.3300
C 1.425 1.336 -5.180 1.0039 1.3832 0.1226
H 0.283 2.854 -2.554 0.0398 0.0105 -0.0390
H 1.932 3.463 -2.923 -0.3883 0.3996 0.0797
H 1.185 0.661 -3.165 0.1455 0.2707 0.4230
H 2.702 1.573 -3.431 -0.0451 -0.6479 -0.0530
H 0.757 0.561 -5.558 0.1633 -0.0013 0.2253
H 2.394 1.304 -5.677 -0.1081 -0.5044 -0.2822
O -0.104 -5.272 4.976 -0.9124 0.2270 -4.6306
C -0.200 -5.164 3.717 1.9004 -0.5525 4.0638
O -1.200 -5.701 2.991 -0.4355 0.2040 1.4707
C -0.996 -5.557 1.598 1.7664 0.4302 -0.3376
C 0.027 -4.412 1.508 0.6436 -0.2624 -1.3811
C 0.866 -4.483 2.817 -2.4323 0.8883 -0.9620
H -1.904 -5.399 1.017 -0.0583 -0.0411 0.5106
H -0.475 -6.459 1.278 -0.3866 -0.3000 -0.2869
H -0.455 -3.470 1.245 -0.1060 0.3030 0.8272
H 0.657 -4.578 0.634 0.1921 -0.1975 -0.0507
H 1.028 -3.451 3.126 0.1467 -0.1946 0.4750
H 1.841 -4.952 2.689 -0.3629 -0.4451 0.3396
O -3.655 1.861 -1.430 0.6410 -3.4666 -5.7125
C -3.374 1.180 -2.503 -3.6914 3.4169 7.4941
O -2.298 1.463 -3.146 2.9964 1.9813 -0.7781
C -1.954 0.479 -4.086 -0.4257 0.1048 -0.3212
C -2.747 -0.652 -3.537 0.2174 -2.8093 -1.4604
C -4.031 -0.077 -3.070 -0.0670 0.9554 0.8499
H -0.891 0.243 -4.135 0.0360 0.4182 0.3778
H -2.271 0.879 -5.049 -0.0463 -0.4084 -0.3794
H -2.221 -1.061 -2.674 0.1062 -0.1084 0.0042
H -2.871 -1.419 -4.302 0.0347 -0.3913 0.0961
H -4.536 -0.633 -2.280 0.1361 0.1295 -0.0678
H -4.730 0.127 -3.881 0.0168 0.2321 -0.0335
O 2.749 -1.633 5.400 -4.3608 0.0913 -1.2545
C 1.541 -1.532 5.023 3.4219 0.4289 0.7906
O 1.257 -0.992 3.794 -0.1743 -0.8851 1.1080
C -0.192 -0.883 3.608 -0.2116 0.0418 -0.1930
C -0.797 -1.146 4.954 -0.9277 0.4953 1.3026
C 0.227 -1.906 5.762 1.2886 -0.2031 -0.7925
H -0.584 -1.634 2.921 0.5767 -0.0431 -0.4617
H -0.436 0.103 3.214 0.1050 -0.0221 -0.1003
H -1.744 -1.683 4.893 0.0091 0.0516 -0.1745
H -1.003 -0.213 5.478 -0.1088 0.1791 -0.1921
H 0.132 -2.989 5.674 0.0121 -0.1549 -0.1052
H 0.232 -1.692 6.831 0.2989 0.2435 -0.1832
```
Forces are in eV/Å.